(1)
DFT (the ωB97M-V functional and the def2-TZVPD basis) results for a cluster of 2 separate species, C4H7BrN2 in total.

- LUMO energy (eV) = -0.063
- total charge = 0
- HOMO-LUMO gap (eV) = 8.39

Last column: Mulliken charge in e.
Positions of all 14 atoms, in Å:
C 1.522 -0.449 -1.275  -0.04
C -2.223 -1.138 2.097  -0.14
C 1.811 0.440 -2.357  -0.98
C -1.937 0.236 2.447  -0.62
N 1.084 -0.145 -0.172  0.69
N 0.826 0.186 0.902  -0.96
Br -2.937 -1.388 0.363  -0.10
H 1.459 -1.450 -1.552  0.37
H 1.399 0.274 -3.258  0.34
H 2.924 0.435 -2.499  0.24
H 1.561 1.431 -2.004  0.29
H -0.897 0.173 2.179  0.27
H -2.237 0.979 1.713  0.32
H -2.355 0.416 3.415  0.30

---

(2)
DFT (the ωB97M-V functional and the def2-TZVPD basis) results for a cluster of 2 separate species, C4H7BrN2 in total.

- LUMO energy (eV) = 0.899
- total charge = 0
- SMILES = N/C=C/Br.C=C=N
- HOMO-LUMO gap (eV) = 8.81

Last column: Mulliken charge in e.
Positions of all 14 atoms, in Å:
N -0.431 -1.961 0.515  -0.48
C 0.778 -1.529 0.015  0.19
C 1.455 -0.489 0.492  -0.89
Br 3.175 -0.056 -0.167  -0.17
H -0.910 -1.298 1.107  0.23
H -1.031 -2.431 -0.143  0.23
H 1.190 -2.138 -0.779  0.33
H 1.131 0.128 1.309  0.51
C -0.061 1.559 -1.243  -0.91
C -0.114 1.919 -0.002  0.65
N -0.194 2.111 1.195  -0.50
H 0.874 1.459 -1.759  0.28
H -0.956 1.332 -1.793  0.27
H -0.277 3.043 1.580  0.26

---

Bottom line: (2), by a margin of 4.091 eV.

---

(1)
DFT (the ωB97M-V functional and the def2-TZVPD basis) results for a cluster of 2 separate species, C4H6ClF in total.

- LUMO energy (alpha / beta) (eV) = -0.454 / -1.066
- total charge = 0
- HOMO-LUMO gap (alpha / beta) (eV) = 8.45 / 7.08

Last column: Mulliken charge in e.
Positions of all 12 atoms, in Å:
C -0.942 -2.351 -0.249  -0.02
C -0.815 -0.265 0.421  -0.15
C 1.109 1.374 0.101  -1.15
C -0.069 0.554 -0.501  -0.13
F -1.250 -3.171 0.802  -0.18
Cl -2.069 0.324 1.402  -0.11
H 0.134 -2.349 -0.472  0.17
H 1.505 0.814 0.918  0.37
H 0.861 2.387 0.451  0.30
H 1.850 1.512 -0.611  0.36
H 0.384 -0.093 -1.257  0.20
H -0.698 1.263 -1.007  0.33

---

(2)
DFT (the ωB97M-V functional and the def2-TZVPD basis) results for an isolated molecule of C4H6ClF.

- LUMO energy (eV) = 0.943
- total charge = 0
- SMILES = C=C(Cl)CCF
- HOMO-LUMO gap (eV) = 10.80

Last column: Mulliken charge in e.
Positions of all 12 atoms, in Å:
C 1.445 1.327 0.048  -0.69
C 1.025 0.119 -0.245  0.42
Cl 2.278 -1.174 0.002  -0.24
C -0.339 -0.378 -0.565  -0.56
C -1.409 -0.588 0.455  -0.26
F -2.571 -0.565 -0.158  -0.27
H 2.472 1.520 0.447  0.26
H 0.782 2.270 -0.014  0.23
H -0.093 -1.384 -1.064  0.26
H -0.875 0.222 -1.267  0.35
H -1.474 0.134 1.281  0.28
H -1.241 -1.503 1.079  0.22

---

(3)
DFT (the ωB97M-V functional and the def2-TZVPD basis) results for an isolated molecule of C4H6ClF.

- LUMO energy (eV) = 0.838
- total charge = 0
- SMILES = C=C(F)CCCl
- HOMO-LUMO gap (eV) = 10.31

Last column: Mulliken charge in e.
Positions of all 12 atoms, in Å:
C -1.210 -0.446 1.662  -0.92
C -0.066 -0.062 0.947  0.58
F 0.943 0.698 1.443  -0.26
C 0.078 -0.429 -0.464  -0.52
C 0.841 0.630 -1.319  -0.49
Cl 0.135 2.225 -1.276  -0.19
H -1.740 -1.298 1.290  0.29
H -1.182 -0.319 2.746  0.31
H 0.721 -1.311 -0.667  0.23
H -0.992 -0.569 -0.707  0.30
H 0.560 0.190 -2.337  0.28
H 1.911 0.692 -1.318  0.38

---

Bottom line: (2), by a margin of 0.080 eV.

---

(1)
DFT (the ωB97M-V functional and the def2-TZVPD basis) results for a cluster of 3 separate species, C4H10O4 in total.

- LUMO energy (eV) = -0.123
- total charge = 0
- SMILES = O=CCCC=O.O.O
- HOMO-LUMO gap (eV) = 9.74

Last column: Mulliken charge in e.
Positions of all 18 atoms, in Å:
O -1.095 -0.363 -1.701  -0.56
C 0.091 -0.592 -1.997  0.09
C 0.950 -1.032 -0.779  -0.56
C 0.649 -0.176 0.406  -0.85
C 1.367 1.135 0.139  0.14
O 2.478 0.894 -0.256  -0.49
H 0.481 -0.632 -3.066  0.34
H 0.609 -2.073 -0.519  0.29
H 2.019 -1.273 -1.030  0.35
H 0.987 -0.455 1.271  0.84
H -0.547 -0.077 0.406  -0.02
H 0.884 2.135 0.305  0.34
O -1.458 1.632 0.047  -0.63
H -2.372 1.829 -0.157  0.29
H -1.307 0.831 -0.632  0.35
O -1.292 -0.503 2.843  -0.61
H -1.557 -1.301 2.409  0.30
H -0.887 0.021 2.312  0.36

---

(2)
DFT (the ωB97M-V functional and the def2-TZVPD basis) results for a structure of composition C4H10O4.

- LUMO energy (eV) = 0.349
- total charge = 0
- HOMO-LUMO gap (eV) = 9.75

Last column: Mulliken charge in e.
Positions of all 18 atoms, in Å:
C -0.368 1.056 0.639  0.49
C -1.173 0.175 1.544  -1.23
C 1.012 1.222 0.760  -0.87
O -1.035 1.947 -0.126  -0.48
H -1.965 1.698 -0.204  0.38
H -0.304 -0.258 -0.760  -0.44
H -0.547 -0.589 1.997  0.33
H 1.447 0.890 1.695  0.35
H -1.639 0.781 2.324  0.42
H -1.953 -0.349 0.986  0.37
H 1.411 2.155 0.380  0.36
H 1.525 0.254 -0.120  0.30
C 0.393 -1.047 -1.213  1.18
O 0.093 -1.104 -2.584  -0.53
O -0.055 -2.215 -0.561  -0.52
O 1.642 -0.694 -0.947  -0.71
H 0.582 -2.913 -0.758  0.31
H 0.934 -1.011 -3.051  0.31

---

Bottom line: (2), by a margin of 1.122 eV.

---

(1)
DFT (the ωB97M-V functional and the def2-TZVPD basis) results for an isolated molecule of C12H26N6O3.

- LUMO energy (eV) = 0.412
- total charge = 0
- SMILES = [H]/N=C(\N)NCCC[C@H](N)C(=O)N[C@@H](CCCCN)C(=O)O
- HOMO-LUMO gap (eV) = 9.09

Last column: Mulliken charge in e.
Positions of all 47 atoms, in Å:
H 2.969 -0.073 1.486  0.19
N 2.013 -0.115 1.598  -0.47
C 1.237 0.776 2.119  0.51
N 1.522 2.130 2.408  -0.61
N -0.042 0.496 2.543  -0.25
C -0.372 -0.986 2.566  -0.49
C -1.722 -1.338 2.044  -1.01
C -1.907 -1.007 0.586  0.39
C -2.306 0.434 0.281  0.59
N -3.528 0.747 0.890  -0.64
C -2.238 0.723 -1.217  -0.01
O -3.263 0.809 -1.869  -0.72
N -1.049 0.912 -1.845  0.11
C 0.183 1.404 -1.258  2.09
C 1.350 0.947 -2.199  -0.77
C 1.333 -0.563 -2.558  -0.98
C 1.335 -1.438 -1.343  0.64
C 1.902 -2.870 -1.475  -0.78
N 1.929 -3.358 -0.174  -0.71
C 0.309 2.821 -0.948  -0.13
O 1.295 3.235 -0.367  -0.60
O -0.624 3.649 -1.590  -0.46
H 0.786 2.691 2.795  0.24
H 1.972 2.621 1.625  0.28
H -0.378 0.906 3.433  0.33
H -0.406 -1.342 3.649  0.29
H 0.359 -1.639 2.045  0.09
H -2.492 -0.888 2.685  0.38
H -1.799 -2.481 2.214  0.29
H -2.642 -1.707 0.124  0.59
H -0.963 -1.320 0.041  -0.63
H -1.502 0.970 0.825  0.16
H -3.654 1.725 1.097  0.28
H -4.300 0.656 0.259  0.29
H -1.168 1.182 -2.838  0.35
H 0.249 0.980 -0.256  -1.39
H 2.343 1.029 -1.597  0.31
H 1.563 1.456 -3.196  0.30
H 0.378 -0.662 -3.073  0.29
H 2.191 -0.876 -3.203  0.36
H 2.019 -0.930 -0.652  0.04
H 0.286 -1.365 -0.949  -0.44
H 1.124 -3.447 -2.046  0.32
H 2.882 -2.953 -1.991  0.36
H 1.011 -3.706 0.186  0.29
H 2.193 -2.747 0.548  0.34
H -0.379 4.513 -1.399  0.39

---

(2)
DFT (the ωB97M-V functional and the def2-TZVPD basis) results for an isolated molecule of C12H26N6O3.

- LUMO energy (eV) = 0.407
- total charge = 0
- SMILES = [H]/N=C(\N)NCCC[C@H](N)C(=O)N[C@@H](CCCCN)C(=O)O
- HOMO-LUMO gap (eV) = 9.38

Last column: Mulliken charge in e.
Positions of all 47 atoms, in Å:
H 2.521 0.409 -2.488  0.21
N 2.112 -0.149 -1.737  -0.65
C 2.753 -0.030 -0.578  0.50
N 3.676 0.834 -0.183  -0.45
N 2.606 -0.858 0.484  -0.11
C 1.637 -1.897 0.528  -0.56
C 0.807 -1.957 1.814  -0.63
C -0.369 -1.005 2.075  -0.74
C 0.193 0.441 2.244  2.73
N 0.832 0.618 3.493  -0.72
C -0.853 1.376 2.168  -0.47
O -1.359 1.919 3.159  -0.69
N -1.179 1.917 0.872  -0.09
C -0.417 1.625 -0.346  1.80
C -1.309 1.695 -1.591  -1.33
C -2.436 0.712 -1.628  -0.55
C -2.072 -0.671 -2.112  -0.16
C -3.110 -1.893 -2.062  -0.88
N -2.381 -3.199 -2.351  -0.57
C 0.710 2.677 -0.453  -0.12
O 0.947 3.575 -1.237  -0.60
O 1.744 2.297 0.495  -0.43
H 3.949 0.817 0.766  0.16
H 4.299 1.256 -0.837  0.23
H 3.105 -0.723 1.364  0.27
H 2.118 -2.891 0.443  0.36
H 0.887 -1.955 -0.352  0.06
H 1.552 -1.739 2.631  0.20
H 0.400 -3.014 1.984  0.40
H -0.842 -1.372 3.007  0.42
H -1.207 -1.048 1.349  0.17
H 0.961 0.612 1.432  -1.67
H 1.415 1.408 3.392  0.28
H 0.124 0.740 4.263  0.34
H -2.170 2.257 0.886  0.38
H 0.085 0.615 -0.230  -0.71
H -0.522 1.577 -2.262  0.50
H -1.634 2.737 -1.822  0.48
H -3.014 0.631 -0.715  0.36
H -3.038 1.212 -2.373  0.38
H -1.825 -0.721 -3.151  0.36
H -1.158 -1.033 -1.686  -0.06
H -3.447 -1.956 -1.057  0.42
H -3.925 -1.747 -2.714  0.35
H -1.683 -3.510 -1.763  0.21
H -2.073 -3.240 -3.309  0.23
H 2.587 2.650 0.188  0.38

---

Bottom line: (1), by a margin of 0.822 eV.